(1)
DFT (wB97M-V/def2-TZVPD) results for a 6-piece molecular cluster, C49H46BFN10O14S2 overall in a non-equilibrium geometry.

Results
SMILES	CC(=O)N(C)N1C(=O)c2c(F)c(C)c(CCCSC(=S)n3ccnc3)c(B(N)O)c2C1=O.O=[N+]([O-])c1ccccc1.O=[N+]([O-])c1ccccc1.O=[N+]([O-])c1ccccc1.O=[N+]([O-])c1ccccc1.O=[N+]([O-])c1ccccc1
gap between HOMO and LUMO	7.90	eV
E_HOMO	-8.664	eV

Structure (ORCA input):
```
! RIJCOSX wB97M-V def2-TZVPD def2/J DEFGRID3
* xyz 0 1
C 0.40284 -5.54555 -0.37657
C -0.07301 -4.73093 -1.53118
O -1.16924 -4.26128 -1.57895
N 0.88033 -4.59111 -2.62509
C 0.19646 -4.86744 -3.88704
N 1.48947 -3.27273 -2.60787
C 1.20122 -2.38269 -1.51494
O 1.69150 -2.46209 -0.43996
C 0.25646 -1.36870 -2.06439
C -0.62985 -0.50312 -1.46411
F -0.72060 -0.46106 -0.13200
C -1.45144 0.31166 -2.25682
C -2.44895 1.20755 -1.56784
C -1.33052 0.23125 -3.65638
C -2.23802 1.02003 -4.56987
C -3.27715 0.11580 -5.28066
C -3.68463 -1.07749 -4.43812
S -4.75406 -2.15468 -5.44087
C -5.12935 -3.36891 -4.20473
S -4.59222 -4.88475 -4.27090
N -5.92313 -2.91658 -3.14142
C -6.86567 -1.91249 -3.21561
C -7.36739 -1.79793 -1.95433
N -6.77094 -2.69706 -1.11662
C -5.91142 -3.35836 -1.83568
C -0.38254 -0.61343 -4.27694
B -0.15703 -0.76855 -5.84382
N 0.79090 0.06160 -6.54730
O -0.89495 -1.74349 -6.49480
C 0.38310 -1.40667 -3.44034
C 1.40164 -2.44582 -3.76988
O 2.03793 -2.55009 -4.76948
H -0.25420 -5.41334 0.47108
H 1.43805 -5.29563 -0.16578
H 0.36870 -6.59181 -0.68166
H -0.27201 -5.84104 -3.77571
H -0.60697 -4.16760 -4.12226
H 0.90505 -4.96551 -4.69995
H -3.40403 0.70790 -1.47409
H -2.57206 2.12109 -2.13164
H -2.06267 1.46824 -0.58783
H -1.62365 1.49332 -5.33499
H -2.76872 1.81049 -4.05972
H -2.90701 -0.22432 -6.24327
H -4.17075 0.70745 -5.46006
H -2.84554 -1.69107 -4.12377
H -4.20922 -0.76047 -3.53810
H -7.14467 -1.34797 -4.07899
H -8.12199 -1.08337 -1.68427
H -5.26972 -4.14646 -1.49612
H 1.11815 0.77302 -5.90078
H 1.62348 -0.46760 -6.79511
H -0.36142 -2.50391 -6.74843
C -6.45214 5.47193 2.19940
C -6.38272 4.13051 2.55757
C -6.02623 3.18021 1.61669
C -5.74323 3.59470 0.32752
C -5.80841 4.92077 -0.04767
C -6.16797 5.86450 0.89978
N -5.33428 2.59913 -0.66744
O -5.27869 1.43608 -0.31809
O -5.05795 2.99684 -1.78376
H -6.72584 6.21310 2.93901
H -6.60408 3.82616 3.57113
H -5.96879 2.13635 1.88675
H -5.57999 5.22182 -1.05720
H -6.21970 6.90864 0.62380
C 1.80664 5.65561 -0.17510
C 1.14774 5.91360 -1.36966
C -0.23376 5.82916 -1.43351
C -0.93364 5.48952 -0.29062
C -0.29542 5.22301 0.90708
C 1.08597 5.30700 0.95996
N -2.40079 5.41721 -0.34735
O -2.93508 5.63201 -1.41723
O -2.99331 5.14529 0.67956
H 2.88454 5.72958 -0.12643
H 1.71034 6.18480 -2.25194
H -0.75252 6.02867 -2.35916
H -0.86213 4.95543 1.78643
H 1.60230 5.10560 1.88815
C 5.58346 -3.27574 0.38194
C 4.44780 -3.21704 1.17979
C 4.56596 -3.30609 2.55752
C 5.82534 -3.44894 3.11198
C 6.96651 -3.51486 2.33285
C 6.83911 -3.42800 0.95655
N 5.95765 -3.52502 4.57265
O 4.94290 -3.49211 5.23872
O 7.07961 -3.62108 5.03523
H 5.48789 -3.20188 -0.69353
H 3.47399 -3.10005 0.72689
H 3.68826 -3.26189 3.18477
H 7.93930 -3.63085 2.78677
H 7.72044 -3.47645 0.33216
C -0.45173 9.31717 5.46919
C -0.61147 10.21148 4.41906
C 0.21568 10.13617 3.31025
C 1.19143 9.15801 3.27254
C 1.37017 8.26223 4.31019
C 0.53996 8.34656 5.41600
N 2.05780 9.06029 2.08719
O 1.89110 9.86909 1.19834
O 2.88406 8.16965 2.06529
H -1.10245 9.37628 6.33148
H -1.38296 10.96751 4.46249
H 0.09721 10.82832 2.49025
H 2.14216 7.50907 4.26134
H 0.66527 7.65292 6.23572
C 6.05906 -7.06782 6.72399
C 6.15138 -8.39526 7.12159
C 6.58105 -9.36132 6.22592
C 6.91541 -8.97643 4.94112
C 6.82434 -7.66105 4.52519
C 6.39219 -6.70220 5.42695
N 7.39150 -9.99493 3.99137
O 7.44238 -11.14557 4.37649
O 7.70650 -9.62446 2.87832
H 5.72818 -6.31368 7.42580
H 5.89068 -8.67872 8.13190
H 6.65484 -10.39504 6.52826
H 7.08703 -7.38315 3.51522
H 6.31797 -5.67407 5.12407
*
```

(2)
DFT (wB97M-V/def2-TZVPD) results for a 15-piece molecular cluster, C45H105N15O15 overall in a non-equilibrium geometry.

Results
gap between HOMO and LUMO	8.52	eV
E_HOMO	-8.554	eV

Structure (ORCA input):
```
! RIJCOSX wB97M-V def2-TZVPD def2/J DEFGRID3
* xyz 0 1
C 4.42501 -0.79951 -1.92274
O 3.78587 -0.52590 -2.91425
N 5.77800 -0.78076 -1.84759
C 6.45804 -1.16319 -0.62761
C 6.56723 -0.31844 -2.94325
H 3.93000 -1.05779 -0.97066
H 6.89552 -0.26620 -0.18129
H 7.23157 -1.89169 -0.87152
H 5.77021 -1.61754 0.08033
H 7.16112 -1.10813 -3.41966
H 5.92264 0.06508 -3.72757
H 7.27262 0.43295 -2.57807
C 1.93373 -2.50494 -5.73081
O 0.91951 -2.27646 -6.36711
N 2.98642 -3.20903 -6.19923
C 2.93275 -3.88972 -7.45196
C 4.15109 -3.41479 -5.39542
H 2.08859 -2.07049 -4.72987
H 3.83885 -3.65648 -8.01818
H 2.01702 -3.68879 -7.99172
H 2.96897 -4.97578 -7.29129
H 4.08558 -2.94849 -4.41623
H 4.31369 -4.48578 -5.23116
H 5.03812 -3.02593 -5.90753
C -1.83835 4.98487 -1.82867
O -0.82454 4.52593 -2.29204
N -2.38098 4.62782 -0.64583
C -1.74038 3.63485 0.20256
C -3.68906 5.07903 -0.23499
H -2.43630 5.71697 -2.39713
H -1.47296 4.09374 1.15592
H -0.81719 3.31048 -0.26681
H -2.39205 2.76618 0.31871
H -4.24312 5.52824 -1.06034
H -4.26799 4.22711 0.12709
H -3.64366 5.82402 0.56690
C 2.05252 5.41521 5.20192
O 2.60162 5.35822 6.28362
N 1.19261 4.49287 4.71683
C 0.48158 4.63653 3.44681
C 0.71382 3.37179 5.49228
H 2.22423 6.21760 4.46414
H 1.06632 5.30865 2.80955
H -0.49533 5.10511 3.58695
H 0.49808 3.66130 2.96237
H 1.24925 3.27393 6.43568
H -0.36083 3.43920 5.67465
H 0.94521 2.44235 4.95760
C -4.92434 0.88070 0.57881
O -4.02418 0.07025 0.45746
N -5.34324 1.69994 -0.41053
C -6.51182 2.51675 -0.24392
C -4.70146 1.76684 -1.70089
H -5.48311 1.04362 1.51594
H -7.23520 2.36873 -1.05015
H -6.27279 3.58945 -0.30887
H -6.98069 2.41001 0.73140
H -5.36439 1.32248 -2.45627
H -4.72551 2.80225 -2.06585
H -3.69822 1.36280 -1.75026
C -3.18612 -0.23228 3.87029
O -3.34294 -1.26263 4.53137
N -3.04427 0.99789 4.39232
C -2.69451 2.13975 3.56960
C -2.98097 1.18141 5.80823
H -3.14237 -0.24875 2.76954
H -3.25874 3.02517 3.87030
H -2.89875 1.96038 2.51672
H -1.62487 2.32107 3.69871
H -3.39627 2.15267 6.07303
H -3.55348 0.42553 6.33937
H -1.94414 1.10222 6.15283
C 2.66643 -4.16985 0.11751
O 1.85957 -4.02780 -0.78001
N 2.63674 -3.46272 1.26352
C 3.53807 -3.70306 2.38511
C 1.64296 -2.45811 1.48083
H 3.47078 -4.92121 0.12540
H 4.30512 -4.42989 2.11805
H 2.98333 -3.99174 3.27837
H 4.10149 -2.79072 2.62199
H 2.07685 -1.46520 1.64646
H 1.05063 -2.25947 0.59596
H 0.98737 -2.72220 2.31279
C 4.98634 2.07543 1.01756
O 3.95420 2.10856 0.37088
N 5.04813 2.16241 2.36774
C 6.31984 2.31521 3.01110
C 3.88095 2.41530 3.14532
H 5.97541 1.88979 0.57118
H 6.31659 1.74336 3.93939
H 6.45211 3.35994 3.33406
H 7.15064 2.14171 2.33637
H 2.97209 2.33102 2.55821
H 3.86613 1.64960 3.92765
H 3.89253 3.40467 3.60688
C 2.15691 -2.01498 5.43295
O 2.54077 -3.06982 5.88035
N 0.91563 -1.78114 4.96781
C 0.59655 -0.61813 4.18695
C -0.11339 -2.79387 5.17488
H 2.78921 -1.10952 5.33209
H 0.50084 0.32937 4.72576
H -0.40317 -0.74797 3.76558
H 1.21867 -0.47208 3.30632
H -0.00608 -3.60278 4.44499
H -0.00173 -3.24398 6.15889
H -1.09482 -2.33547 5.09522
C 3.26937 6.52233 0.66142
O 3.19220 6.16866 1.82961
N 2.84092 5.83191 -0.39839
C 2.83391 6.42313 -1.73135
C 2.17867 4.54975 -0.31365
H 3.68029 7.51381 0.41660
H 3.32244 5.72510 -2.40995
H 3.30054 7.40476 -1.74667
H 1.79806 6.57454 -2.05173
H 2.14481 4.14373 0.69300
H 1.13401 4.66930 -0.63348
H 2.61347 3.79484 -0.96807
C -0.14015 2.87495 -5.55666
O 0.66001 2.84778 -6.46826
N -0.65223 1.80550 -4.92343
C -1.66241 1.97524 -3.89750
C -0.05427 0.49698 -5.13273
H -0.54994 3.83265 -5.18743
H -2.48083 1.26259 -4.04989
H -2.10939 2.96153 -4.00481
H -1.29102 1.81210 -2.87987
H -0.76753 -0.32570 -5.17238
H 0.45398 0.47979 -6.09041
H 0.64480 0.32921 -4.31042
C 0.09877 -6.01926 -2.91066
O 0.30728 -6.98172 -3.62911
N -0.89073 -5.91602 -2.01168
C -1.11156 -4.68622 -1.30942
C -1.82334 -6.97610 -1.74687
H 0.74538 -5.13614 -2.87655
H -2.14235 -4.34565 -1.44669
H -0.47152 -3.84707 -1.57737
H -0.93652 -4.80951 -0.23330
H -1.96054 -7.59132 -2.63402
H -1.53779 -7.61100 -0.90070
H -2.79087 -6.57206 -1.44101
C 0.64682 1.10497 0.90067
O 0.01442 1.59800 1.83494
N 0.23821 0.06763 0.16027
C 0.85385 -0.23709 -1.10226
C -1.09106 -0.50544 0.30545
H 1.68668 1.40563 0.68443
H 1.02528 -1.30448 -1.26060
H 1.77601 0.31041 -1.30570
H 0.20214 0.08236 -1.92413
H -1.36409 -0.47328 1.35794
H -1.79341 0.03321 -0.32111
H -1.00966 -1.56018 0.04173
C -3.78602 -1.73525 -2.37238
O -2.79496 -1.06448 -2.60428
N -4.13056 -2.86265 -3.03949
C -5.45642 -3.40454 -2.88545
C -3.25237 -3.56205 -3.92850
H -4.55959 -1.49304 -1.62209
H -6.15673 -2.99247 -3.62436
H -5.91212 -3.08642 -1.94221
H -5.43186 -4.48904 -2.93989
H -3.14781 -4.61378 -3.66428
H -3.56791 -3.43535 -4.96807
H -2.25725 -3.11522 -3.91423
C -4.87381 -4.96753 1.06828
O -4.08851 -5.75814 0.58587
N -4.57549 -3.76547 1.58311
C -5.57102 -2.82891 2.01946
C -3.20527 -3.27282 1.65061
H -5.96200 -5.16778 1.10456
H -5.41271 -2.51890 3.05369
H -6.57741 -3.22152 1.87394
H -5.50936 -1.91987 1.40714
H -3.08364 -2.85640 2.65478
H -2.47618 -4.07042 1.53936
H -3.03803 -2.49723 0.89999
*
```

(3)
DFT (wB97M-V/def2-TZVPD) results for C10H21Cl2PPr as an isolated structure in a non-equilibrium geometry.

Results
gap between HOMO and LUMO (spin up / spin down)	4.88 / 5.18	eV
E_HOMO (spin up / spin down)	-2.219 / -2.524	eV

Structure (ORCA input):
```
! RIJCOSX wB97M-V def2-TZVPD def2/J DEFGRID3
* xyz -1 3
Pr -1.98430 0.15173 0.37190
Cl -2.40140 1.12123 -2.14514
Cl -0.98826 1.08203 2.70698
C -4.04180 0.37112 1.12912
H -3.94879 -0.43121 1.97792
H -4.55182 -0.38693 0.38912
C -0.18695 -2.24711 0.54129
C -1.39951 -2.13468 0.10612
H 0.16968 -1.76457 1.50294
C -1.70176 -1.94335 -1.40075
H -2.32003 -1.90629 0.62556
C -1.02187 -3.13713 -2.08390
H -2.78392 -1.88103 -1.54122
H -1.33658 -1.01247 -1.91908
C 0.49638 -3.06176 -1.78912
H -1.47934 -4.02905 -1.62416
H -1.19730 -3.13641 -3.18124
C 0.98180 -2.75252 -0.26290
H 0.96070 -4.01173 -2.11790
H 0.93518 -2.23752 -2.39430
H 1.41218 -3.70685 0.10957
H 1.81483 -2.02688 -0.34588
C 1.01237 3.64680 2.05033
P 1.18042 2.37169 0.71691
C 1.69664 3.50203 -0.64400
C 2.87062 1.78836 1.19260
H 0.03977 4.13248 1.91899
H 1.81823 4.39084 2.01513
H 0.99596 3.12722 3.01376
H 2.62719 4.02769 -0.39390
H 1.84166 2.89913 -1.54868
H 0.89187 4.22210 -0.83419
H 3.62971 2.54915 0.96988
H 2.87854 1.54831 2.26165
H 3.08988 0.87559 0.62657
*
```

(4)
DFT (wB97M-V/def2-TZVPD) results for C24H30AsI2N4OPSc as an isolated structure.

Results
gap between HOMO and LUMO	6.43	eV
E_HOMO	-15.561	eV

Structure (ORCA input):
```
! RIJCOSX wB97M-V def2-TZVPD def2/J DEFGRID3
* xyz 3 1
Sc 0.00712 -0.41972 -1.44619
I 0.78132 1.88634 3.10814
C 1.54270 0.09929 2.37931
C 2.42801 -0.65376 3.18661
C 3.00792 -1.80452 2.73098
I 4.30871 -2.84186 3.97331
C 2.71612 -2.26324 1.41042
C 3.26833 -3.41119 0.80811
C 2.92629 -3.74883 -0.47869
C 2.02154 -2.95260 -1.17445
N 1.46576 -1.86173 -0.65095
C 1.81773 -1.50935 0.63255
C 1.23685 -0.32428 1.11639
O 0.40610 0.31498 0.24569
H 2.65484 -0.29552 4.18158
H 3.96923 -4.01941 1.36584
H 3.34725 -4.62031 -0.95877
H 1.73515 -3.20537 -2.18702
C 0.60854 3.12380 -3.78973
As 0.92375 1.24220 -3.48457
C 2.80576 1.00056 -3.86879
C -0.00109 0.28055 -4.92573
C -0.26661 -1.11598 -4.41832
C -1.29078 -1.34944 -3.48134
C -1.52121 -2.63107 -2.97124
C -0.73377 -3.69725 -3.38836
C 0.26770 -3.47461 -4.32429
C 0.51328 -2.19644 -4.81982
H 0.96373 3.38036 -4.78655
H 1.15897 3.69982 -3.04832
H -0.45347 3.34591 -3.71215
H 3.03443 1.43938 -4.83877
H 3.05444 -0.05970 -3.88154
H 3.39044 1.49613 -3.09591
H 0.61350 0.27085 -5.82449
H -0.92877 0.81345 -5.14072
H -2.02082 -0.56844 -3.26842
H -2.35845 -2.80655 -2.30490
H -0.92790 -4.69649 -3.02254
H 0.85971 -4.30585 -4.68666
H 1.28880 -2.05060 -5.56199
C -4.97987 0.03634 1.79648
N -3.57985 0.27575 2.40121
C -3.36078 1.80390 2.49460
N -3.52572 2.40304 1.21899
C -4.86218 2.13549 0.68833
N -5.09748 0.69828 0.54625
C -4.29908 0.09364 -0.51462
P -2.48689 0.26852 -0.15153
C -2.50236 -0.38173 1.58868
C -2.45831 2.07565 0.28033
H -5.68986 0.43824 2.51876
H -5.11349 -1.04087 1.70451
H -3.55962 -0.11160 3.34744
H -2.35746 1.95332 2.89011
H -4.10891 2.16852 3.19777
H -4.97690 2.62023 -0.27925
H -5.60415 2.54974 1.37088
H -4.52925 0.58405 -1.46217
H -4.56326 -0.96015 -0.62478
H -1.54083 -0.17152 2.06150
H -2.67858 -1.45808 1.60137
H -2.58057 2.67381 -0.62421
H -1.48401 2.30726 0.71547
*
```

(5)
DFT (wB97M-V/def2-TZVPD) results for C16H14N2O2Pb as an isolated structure.

Results
gap between HOMO and LUMO	7.96	eV
E_HOMO	-7.756	eV

Structure (ORCA input):
```
! RIJCOSX wB97M-V def2-TZVPD def2/J DEFGRID3
* xyz 0 1
Pb -0.86834 1.68589 -0.25844
O -2.12023 0.30725 0.97395
C -2.07640 -0.20033 2.16058
C -3.24064 -0.82829 2.67747
C -3.26491 -1.38301 3.92905
C -2.12915 -1.37009 4.75562
C -0.98658 -0.78924 4.27693
C -0.92564 -0.19103 2.99968
C 0.35053 0.33478 2.60800
N 0.66407 1.00202 1.55536
C 2.09533 1.28219 1.38823
C 2.33324 2.15177 0.15620
N 1.53936 1.60513 -0.91712
C 2.08330 0.99737 -1.89639
C 1.37471 0.26007 -2.91653
C 2.10132 -0.09793 -4.06604
C 1.54107 -0.82930 -5.08278
C 0.21224 -1.24995 -4.94509
C -0.51787 -0.94116 -3.82349
C 0.02754 -0.17297 -2.76858
O -0.71657 0.04790 -1.72026
H -4.11241 -0.84508 2.03678
H -4.17821 -1.84461 4.28523
H -2.15781 -1.81782 5.73892
H -0.08816 -0.77889 4.88536
H 1.15698 0.10352 3.31505
H 2.62719 0.33673 1.24656
H 2.50067 1.77056 2.27902
H 3.40304 2.17936 -0.08056
H 2.00202 3.17614 0.35331
H 3.17746 1.01063 -1.99003
H 3.13422 0.22686 -4.13823
H 2.11242 -1.08395 -5.96443
H -0.24903 -1.83570 -5.73109
H -1.53945 -1.27786 -3.70703
*
```

(6)
DFT (wB97M-V/def2-TZVPD) results for C22H17BrN3O3RhS2 as an isolated structure.

Results
gap between HOMO and LUMO	5.96	eV
E_HOMO	-8.004	eV

Structure (ORCA input):
```
! RIJCOSX wB97M-V def2-TZVPD def2/J DEFGRID3
* xyz 0 1
Rh -0.12294 0.00450 -0.15106
C -0.26334 -2.23971 2.32250
C 0.59577 -1.04360 2.11401
N 0.00164 0.14145 1.82883
N 0.66056 1.26081 2.38984
C 0.69298 2.27446 1.62519
S 0.20212 2.22897 -0.03720
S 1.29651 3.83413 2.23586
C 3.08848 3.43495 2.26652
C 3.82205 3.92756 1.05225
C 3.76780 3.20923 -0.13923
C 4.39188 3.69066 -1.27939
C 5.07888 4.89724 -1.24318
C 5.13828 5.61797 -0.05917
C 4.51069 5.13484 1.08045
C 2.01098 -1.09964 2.10106
C 2.83064 -1.76538 3.04396
C 4.18765 -1.70057 2.93368
C 4.75622 -1.01395 1.83201
C 3.99415 -0.42246 0.86560
C 2.57906 -0.46852 0.95065
O 1.87910 -0.04214 -0.05409
H -1.15718 -1.98917 2.89141
H 0.30673 -3.02142 2.82353
H -0.57501 -2.66301 1.36210
H 3.14767 2.35291 2.37312
H 3.48183 3.88901 3.17478
H 3.20906 2.27950 -0.18030
H 4.33327 3.12627 -2.20160
H 5.55965 5.27672 -2.13561
H 5.67157 6.55937 -0.02263
H 4.56001 5.70012 2.00466
H 2.36478 -2.26900 3.88214
H 4.82586 -2.15753 3.67651
H 5.83475 -0.97377 1.73971
H 4.44475 0.05683 0.00587
Br -3.13156 2.40306 0.63848
C -3.33097 0.60089 0.16280
C -4.63833 0.13130 0.22656
C -4.90413 -1.18278 -0.08318
C -3.85042 -1.99523 -0.45532
C -2.58558 -1.45493 -0.50802
N -2.29425 -0.16557 -0.19962
C -1.43007 -2.34317 -0.92571
O -1.53295 -3.54701 -0.80307
O -0.41348 -1.68258 -1.35802
H -5.42006 0.81341 0.52299
H -5.91421 -1.56590 -0.02180
H -3.96770 -3.04011 -0.70196
*
```